[1]
The following is a DFT calculation (wB97M-V/def2-TZVPD) of a molecular structure, C51H43IrN2S3Sb.

Each line ends with the Mulliken charge.
Atoms and positions in Å:
Ir (-0.3781, 1.5518, 0.4320)  1.10
Sb (2.9710, 2.0260, 1.1508)  1.95
S (0.9652, 2.9301, 1.8174)  -0.85
S (-0.0027, 2.8737, -1.5386)  0.18
S (-1.9308, 0.4209, -0.7976)  -0.47
N (-2.2588, 3.9392, -2.4036)  0.18
N (-3.4380, 1.4406, -2.7384)  0.18
C (4.4698, -0.1425, 2.6267)  -0.45
C (-8.1314, 0.9354, -1.1096)  -0.41
C (-3.8454, 2.5511, -3.5912)  -0.77
C (3.2153, 0.8685, -1.6544)  -0.14
C (5.7998, 3.1402, 1.4003)  -0.28
C (-3.4182, -3.7944, 2.9465)  -0.72
C (4.2460, 4.0296, 3.0229)  -0.69
C (0.4680, -1.3145, 4.6982)  0.83
C (-1.6178, 5.2639, -2.3344)  -1.42
C (-2.1567, -2.7822, 5.2039)  -0.18
C (0.9231, -2.4830, 5.3134)  -0.05
C (2.7323, -1.2675, 6.3231)  -0.48
C (-1.6308, 2.8584, -1.9734)  -1.00
C (-0.7373, 6.5034, 1.6812)  -0.51
C (-2.4124, 1.5763, -1.9022)  0.91
C (-0.6868, -1.3493, 3.7774)  0.51
C (2.0498, -2.4573, 6.1205)  -1.00
C (3.5815, 2.1214, -3.6733)  -0.53
C (3.3682, 0.9084, -3.0332)  -0.67
C (-1.7489, -2.3625, 3.9365)  0.45
C (-1.3098, 5.6910, -0.9175)  0.80
C (5.2667, 4.7886, 3.5778)  -0.58
C (-0.6290, 0.4014, 1.8680)  0.03
C (6.8156, 3.9024, 1.9601)  -0.72
C (6.5477, 4.7227, 3.0475)  -0.46
C (2.4026, -0.9333, 1.6578)  -0.63
C (-2.3987, -2.8691, 2.8100)  -0.61
C (3.7546, -2.4057, 2.9966)  -0.70
C (-5.7409, 0.8208, -0.8720)  -0.15
C (-4.2552, 0.2245, -2.8095)  -1.52
C (-2.2485, 5.5212, 0.0931)  -0.10
C (3.2777, 2.0493, -0.9237)  0.16
C (-8.0183, 0.5689, -2.4408)  -0.59
C (-0.0829, 6.2669, -0.6185)  -0.24
C (-3.1920, -3.6934, 5.3380)  -0.81
C (-6.9905, 1.0615, -0.3253)  -0.79
C (-6.7642, 0.3337, -2.9913)  -0.30
C (3.4952, 3.2663, -1.5629)  -0.56
C (-0.7568, -0.4518, 2.7858)  -0.64
C (4.5164, 3.2043, 1.9356)  0.29
C (2.2922, -0.1019, 5.7064)  -0.78
C (1.1725, -0.1237, 4.8958)  -0.48
C (4.6839, -1.3930, 3.1865)  -0.82
C (-1.9617, 5.9189, 1.3900)  -0.78
C (3.3225, 0.0868, 1.8726)  0.54
C (3.6488, 3.2997, -2.9409)  -0.63
C (0.1995, 6.6798, 0.6743)  -0.62
C (-3.8176, -4.2073, 4.2112)  -0.43
C (2.6211, -2.1786, 2.2295)  -0.84
C (-3.6528, 3.8452, -2.8423)  -0.66
C (-5.6217, 0.4561, -2.2121)  0.70
H (-2.0861, -2.5333, 1.8290)  0.42
H (7.8144, 3.8564, 1.5466)  0.41
H (5.0610, 5.4337, 4.4218)  0.41
H (-3.7228, -0.5711, -2.2938)  0.51
H (-3.2688, 2.5450, -4.5211)  0.33
H (3.7039, 2.1482, -4.7483)  0.41
H (-4.8529, 0.9055, -0.2554)  0.47
H (-4.3400, -0.0549, -3.8616)  0.42
H (0.4051, -3.4174, 5.1440)  0.54
H (-3.5117, -4.0017, 6.3246)  0.40
H (-7.0774, 1.3385, 0.7170)  0.42
H (7.3412, 5.3164, 3.4819)  0.39
H (5.5695, -1.5718, 3.7822)  0.45
H (-2.3086, 5.9620, -2.8068)  0.51
H (-3.2103, 5.0682, -0.1222)  0.30
H (-0.5117, 6.8133, 2.6928)  0.43
H (3.8257, 4.2426, -3.4421)  0.43
H (-0.7034, 5.2449, -2.9279)  0.41
H (0.8263, 0.7809, 4.4100)  0.48
H (-6.6773, 0.0445, -4.0327)  0.38
H (-9.1068, 1.1196, -0.6795)  0.39
H (5.1880, 0.6517, 2.7965)  0.38
H (-3.8670, 4.6938, -3.4877)  0.51
H (2.8252, 0.8275, 5.8630)  0.45
H (6.0117, 2.5049, 0.5475)  0.43
H (-8.9037, 0.4664, -3.0540)  0.39
H (-4.3237, 3.8864, -1.9790)  0.25
H (3.0426, -0.0788, -1.1565)  0.39
H (3.2425, 4.0877, 3.4298)  0.38
H (1.1600, 7.1246, 0.9006)  0.41
H (3.9135, -3.3747, 3.4517)  0.41
H (-4.8996, 2.4190, -3.8317)  0.49
H (-3.9052, -4.1944, 2.0669)  0.41
H (3.5450, 4.1869, -0.9916)  0.43
H (2.3960, -3.3695, 6.5886)  0.43
H (-1.6786, -2.3737, 6.0843)  0.52
H (3.3215, -0.0080, -3.6066)  0.43
H (-4.6192, -4.9264, 4.3181)  0.40
H (3.6086, -1.2472, 6.9584)  0.45
H (1.8973, -2.9705, 2.0809)  0.43
H (-2.6952, 5.7752, 2.1722)  0.41
H (0.6609, 6.3736, -1.4000)  0.35
H (1.5126, -0.7508, 1.0678)  0.60

For the energy, the calculation gives -98441.4853 eV. The HOMO energy is -9.7 eV. Its total charge is +1.

[2]
The following is a DFT calculation (wB97M-V/def2-TZVPD) of 3 unconnected molecules or ions with the total composition C29H40ClN4O3P2 in a non-equilibrium geometry.

Each line ends with the Mulliken charge.
Atoms and positions in Å:
Cl (1.4692, -4.7667, -1.2386)  -0.16
P (-2.8580, 1.7247, -0.4736)  0.92
P (0.7537, 1.0284, -0.0528)  0.21
O (-1.0502, 0.0594, -2.6753)  -0.38
O (0.5432, -0.3281, -1.0922)  -0.37
O (-7.8893, -2.4281, 3.7564)  -0.51
N (6.3835, 3.9564, -3.5336)  -0.22
N (-4.0407, -2.0920, 1.1132)  0.59
N (3.6198, 3.7729, 0.1261)  -0.08
N (-4.0952, 2.5825, 0.0618)  -0.92
C (7.1146, 2.8344, -3.5609)  -0.19
C (6.7101, 4.1370, -5.9092)  -0.66
C (-0.9248, -3.4378, -1.0556)  -1.36
C (3.8711, 4.3578, 1.3067)  -0.05
C (-2.9362, -0.1124, -0.0552)  0.39
C (-0.7762, -0.3890, -1.5897)  -0.41
C (-2.9384, -4.3096, 3.5531)  -0.61
C (-3.0990, -4.5288, 0.8766)  -1.14
C (7.6748, 2.3066, -4.7130)  -0.62
C (-2.2211, -4.7830, 2.2120)  -0.52
C (1.0672, -2.7699, 0.6061)  -0.92
C (-7.7961, -2.5829, 2.3326)  -0.68
C (-3.9707, -0.7090, 0.8429)  -0.07
C (-3.0824, -2.9760, 0.5575)  0.77
C (-2.0927, -1.6593, 3.8801)  0.06
C (5.1950, 5.2927, -0.8722)  -0.46
C (-1.9885, -2.5043, -0.3681)  0.19
C (-5.1553, -2.5328, 1.9913)  -0.57
C (-1.8884, -1.0238, -0.6760)  -0.22
C (0.9649, 2.5779, -1.1031)  -0.83
C (2.1577, 0.7973, 1.1609)  -0.66
C (-6.5414, -1.8046, 1.7051)  -0.68
C (4.2842, 4.2514, -0.9357)  -0.14
C (6.1966, 4.5839, -4.7026)  -0.04
C (4.7593, 5.4063, 1.4753)  -0.64
C (5.4339, 5.8798, 0.3602)  -0.34
C (7.4649, 2.9743, -5.9095)  -0.12
C (-2.4321, -2.8380, 3.8351)  -0.57
C (0.2527, -3.9333, -0.1122)  0.22
H (-0.4522, -2.9343, -1.9617)  0.62
H (1.8294, -2.4067, -0.1583)  0.48
H (6.1385, 6.6984, 0.4511)  0.38
H (0.9656, 3.5002, -0.4569)  0.42
H (1.8434, 2.5058, -1.8111)  0.13
H (-2.5645, -4.9457, 4.4067)  0.39
H (-4.0604, -4.3881, 3.5469)  0.30
H (0.4326, -1.9124, 0.9671)  -0.09
H (5.6027, 5.4911, -4.6510)  0.36
H (-7.9570, -1.4882, 4.0078)  0.34
H (4.9200, 5.8413, 2.4535)  0.39
H (-2.8974, 1.7999, -1.9145)  0.14
H (-1.4637, -4.3475, -1.4834)  0.56
H (2.3100, 1.7960, 1.6896)  0.02
H (-5.3571, -3.6479, 1.8824)  0.28
H (-1.6695, 2.3129, 0.0647)  0.07
H (6.5251, 4.6845, -6.8244)  0.36
H (-7.6874, -3.6885, 2.1303)  0.33
H (4.0623, 3.7636, -1.8792)  0.38
H (7.8854, 2.5927, -6.8328)  0.37
H (7.2484, 2.3461, -2.6009)  0.40
H (5.7029, 5.6346, -1.7630)  0.31
H (3.1558, 0.5281, 0.7088)  0.39
H (-6.7293, -1.5552, 0.6207)  0.40
H (1.6836, -3.2559, 1.4280)  0.46
H (8.2597, 1.3966, -4.6749)  0.36
H (-1.9261, -5.8758, 2.2837)  0.37
H (1.8559, 0.0700, 1.9781)  0.33
H (-4.6958, 0.0298, 1.2929)  0.03
H (-8.7409, -2.2119, 1.8104)  0.30
H (-4.1352, -4.9654, 0.9397)  0.59
H (-4.7206, 1.9597, 0.5847)  0.26
H (0.0291, 2.6514, -1.7552)  0.34
H (3.3223, 3.9513, 2.1510)  0.27
H (-4.9395, -2.3852, 3.0976)  0.22
H (-6.5014, -0.8138, 2.2747)  0.34
H (-2.5609, -5.1195, 0.0654)  0.33
H (-0.0710, -4.7581, 0.5995)  0.26
H (-1.3100, -4.1121, 2.0879)  0.21
H (-1.4727, -0.7561, 4.1206)  0.38

For the energy, the calculation gives -73911.1972 eV. The HOMO energy is -10.5 eV. Its total charge is +1.

It is found that the LUMO level values, taken in the order of the records, are -0.1218 -0.1622 Ha.